Record 1
C24H43N2P3SSeTi | ωB97M-V/def2-TZVPD

Its total energy is -5721.38298 a.u. As for the HOMO energy (alpha / beta): -17.978 / -17.980 eV. Its energy above the lowest of the compared OMol25 structures with the same formula, charge and spin is 0.000 eV. For the gap between HOMO and LUMO (alpha / beta), the calculation gives 3.19 / 3.19 eV. As for the charge: +4.

Last column: Mulliken charge in e.
CARTESIAN COORDINATES (ANGSTROEM)
Se1 1.92 -0.84 -3.96  0.0603
Ti1 -0.14 0.31 0.46  -1.1664
S1 -0.83 2.37 4.17  -0.0449
P1 2.29 0.25 0.83  1.3677
P2 0.13 -2.36 0.60  0.7104
P3 -2.26 -0.23 -0.59  1.6132
N1 -0.54 2.27 1.44  -0.3025
N2 -0.79 0.27 2.57  1.0163
C1 -1.16 -1.61 4.25  0.0023
C2 -3.54 -0.78 0.58  -1.3391
C3 -0.65 1.57 2.66  -0.3507
C4 2.86 -0.08 2.57  -1.3026
C5 0.41 1.89 -6.85  -0.5638
C6 3.42 -0.85 -0.09  -0.9897
C7 -1.34 -3.42 0.93  -1.2243
C8 -1.42 -0.88 6.56  -0.6727
C9 0.78 0.67 -6.26  -0.2653
C10 -0.14 2.56 -1.14  0.3751
C11 3.10 1.86 0.54  -1.0758
C12 1.25 -3.12 1.83  -1.3951
C13 1.00 3.10 -4.86  -0.7107
C14 0.49 3.74 -1.35  -0.9349
C15 -3.08 1.18 -1.39  -1.5217
C16 -1.30 0.47 6.17  -0.4586
C17 0.72 -3.18 -0.92  -1.1442
C18 -1.07 0.77 4.85  0.6590
C19 -1.36 -1.92 5.60  -0.9701
C20 0.53 3.09 -6.16  -0.5066
C21 1.34 0.70 -4.96  0.1416
C22 -2.35 -1.44 -1.96  -1.0242
C23 -0.98 -0.26 3.90  -0.1898
C24 1.40 1.92 -4.27  0.1828
H1 -0.08 1.92 -7.83  0.3918
H2 1.12 -4.21 1.77  0.6083
H3 0.99 4.01 -4.27  0.3565
H4 0.65 -1.56 -4.13  0.1072
H5 4.18 1.84 0.75  0.5414
H6 -3.99 0.88 -1.93  0.5530
H7 -3.56 -1.87 0.68  0.4149
H8 0.13 4.00 -6.60  0.3999
H9 -3.36 -0.35 1.57  0.3421
H10 2.30 -2.88 1.68  0.5449
H11 2.33 0.59 3.27  0.3789
H12 -0.97 -4.45 1.03  0.6234
H13 -1.34 2.90 1.32  0.4174
H14 -1.37 1.31 6.85  0.4506
H15 1.58 3.88 -1.49  0.3132
H16 0.04 -3.01 -1.75  0.3340
H17 -2.45 -2.47 -1.60  0.3991
H18 0.79 -4.26 -0.74  0.5220
H19 0.39 1.55 -1.29  0.0592
H20 -2.08 -3.38 0.13  0.4085
H21 -1.49 -2.96 5.92  0.4635
H22 -3.23 -1.20 -2.57  0.5131
H23 -1.18 -2.38 3.46  0.0251
H24 -1.24 2.59 -1.10  0.0213
H25 0.98 -2.82 2.85  0.3852
H26 3.20 -0.81 -1.15  0.1136
H27 2.64 2.63 1.17  0.4207
H28 -3.32 1.93 -0.63  0.4658
H29 -2.39 1.60 -2.13  0.5364
H30 1.70 -2.81 -1.22  0.2699
H31 2.94 2.15 -0.51  0.2974
H32 1.67 1.95 -3.22  0.2686
H33 -4.53 -0.44 0.22  0.4698
H34 0.59 -0.25 -6.79  0.4253
H35 2.61 -1.10 2.88  0.3084
H36 3.95 0.08 2.68  0.4851
H37 -1.46 -1.37 -2.58  0.1311
H38 -0.14 4.65 -1.50  0.3009
H39 4.48 -0.57 0.06  0.5220
H40 -1.83 -3.15 1.87  0.2865
H41 -1.55 -1.12 7.61  0.4582
H42 3.32 -1.90 0.20  0.3468
H43 0.28 2.88 1.35  0.3438

=====

Record 2
C24H43N3O5 | ωB97M-V/def2-TZVPD

Its total energy is -1480.24415 a.u. As for the HOMO energy: -5.673 eV. For the gap between HOMO and LUMO, the calculation gives 2.02 eV.

Last column: Mulliken charge in e.
CARTESIAN COORDINATES (ANGSTROEM)
O1 -2.50 -1.71 -3.22  -0.3335
O2 -3.55 -3.02 -4.77  -0.5372
O3 5.28 0.20 4.38  -0.6247
O4 3.23 -0.45 4.62  -0.6789
O5 4.85 -1.87 4.81  -0.6559
N1 -4.94 -1.98 -1.68  0.7940
N2 4.45 -0.71 4.61  0.9865
N3 -4.38 -3.12 -1.32  -0.8469
C1 4.07 -1.81 0.25  -0.4547
C2 -2.16 2.54 0.46  -0.7783
C3 -3.14 2.41 1.72  -0.7907
C4 4.71 -3.24 -0.07  -0.4540
C5 6.31 -3.30 -0.07  -0.9121
C6 -5.40 -0.85 -0.95  0.0157
C7 3.50 1.87 0.53  -0.1876
C8 -4.51 -2.22 1.05  -0.2709
C9 5.64 0.26 0.16  -0.8734
C10 -2.22 1.32 -0.57  1.3565
C11 -0.58 1.51 -2.62  -0.6748
C12 -3.69 -2.24 -3.81  0.5244
C13 1.53 1.81 -1.14  -0.6226
C14 -3.12 0.97 2.43  -0.4600
C15 2.73 2.74 -0.58  -0.5904
C16 -5.18 -0.90 0.60  0.3999
C17 -4.57 0.40 2.83  -0.7917
C18 4.99 -0.83 1.15  -0.1847
C19 5.09 1.75 0.34  -0.7168
C20 -4.11 -3.31 0.05  -0.3164
C21 0.43 2.61 -1.99  -0.3573
C22 -5.59 0.30 1.58  -0.4870
C23 -5.14 -1.86 -3.18  -0.4502
C24 -2.11 1.73 -2.12  -0.6061
H1 -5.89 0.05 -1.46  0.2747
H2 3.41 3.08 -1.43  0.3534
H3 6.77 0.30 0.42  0.2430
H4 -1.35 0.58 -0.37  0.2208
H5 -4.18 2.78 1.41  0.2960
H6 -1.80 -2.40 -3.28  0.2977
H7 -3.59 -4.28 0.36  0.3851
H8 -2.78 1.00 -2.71  0.0226
H9 6.69 -4.30 -0.50  0.3329
H10 -4.42 -0.65 3.27  0.2578
H11 5.61 -0.04 -0.95  0.4126
H12 -3.19 0.72 -0.43  -1.1982
H13 -1.07 2.70 0.80  0.2366
H14 -0.28 0.46 -2.26  0.2386
H15 3.04 -1.96 0.75  0.2951
H16 -5.01 1.06 3.64  0.3701
H17 3.34 2.41 1.54  0.2486
H18 4.28 -0.34 1.91  -0.0431
H19 6.63 -3.33 1.04  0.2464
H20 -5.96 -2.56 -3.55  0.3357
H21 -5.35 -0.79 -3.50  0.2717
H22 5.33 2.31 -0.65  0.2648
H23 1.02 1.31 -0.23  0.2132
H24 -2.77 3.18 2.50  0.4158
H25 5.79 -1.35 1.76  0.5377
H26 -4.30 -2.41 2.16  0.2668
H27 3.84 -1.25 -0.73  0.1150
H28 -0.54 1.47 -3.76  0.3750
H29 2.95 0.87 0.62  0.0693
H30 2.26 3.65 -0.05  0.2457
H31 -6.62 0.06 2.01  0.3636
H32 6.81 -2.39 -0.53  0.2069
H33 -2.45 3.51 -0.09  0.3342
H34 -2.54 1.11 3.42  0.4462
H35 -2.47 2.80 -2.26  0.4403
H36 5.70 2.28 1.14  0.3496
H37 2.04 0.96 -1.72  0.2571
H38 0.97 3.23 -2.80  0.4113
H39 -5.65 1.28 1.02  0.2587
H40 4.38 -3.51 -1.15  0.2630
H41 -0.18 3.27 -1.29  0.1688
H42 4.20 -4.01 0.60  0.2490
H43 -2.57 0.16 1.85  0.2300

=====

Record 3
C24H43N4O3PdS4 | ωB97M-V/def2-TZVPD

Its total energy is -3104.72038 a.u. As for the HOMO energy (alpha / beta): -16.298 / -16.298 eV. Its energy above the lowest of the compared OMol25 structures with the same formula, charge and spin is 0.000 eV. For the gap between HOMO and LUMO (alpha / beta), the calculation gives 5.40 / 5.40 eV. As for the charge: +3.

Last column: Mulliken charge in e.
CARTESIAN COORDINATES (ANGSTROEM)
Pd1 0.20 -0.12 -0.17  0.4352
S1 2.06 1.22 -0.69  0.1818
S2 0.56 -1.25 -3.14  0.5620
S3 4.04 -2.18 3.95  0.1289
S4 3.82 -3.08 1.19  0.1246
O1 -0.35 -0.67 -2.02  -0.5070
O2 0.37 0.58 1.79  0.1394
O3 -1.06 2.52 2.83  -0.5803
N1 -3.51 -1.91 0.80  0.1818
N2 2.36 -1.07 2.09  0.2529
N3 -1.30 -1.28 0.49  0.5703
N4 2.04 -0.43 3.10  -0.0109
C1 -2.67 -2.74 3.01  -0.6317
C2 1.41 1.22 5.25  -0.1881
C3 3.28 0.24 -1.59  -0.5412
C4 0.11 3.01 6.16  -0.2789
C5 1.29 -3.51 -0.78  -0.2174
C6 -4.96 -1.72 0.60  -0.7703
C7 1.34 -3.78 -2.28  -0.8280
C8 -3.12 -3.08 1.60  -1.0807
C9 0.70 1.33 4.00  0.0914
C10 -3.04 0.16 -0.40  -2.0189
C11 0.98 0.52 2.88  0.4611
C12 4.78 -4.19 2.27  -0.6114
C13 -0.33 2.34 3.91  0.3981
C14 -0.41 0.62 -4.96  -0.2129
C15 -5.68 -1.30 1.87  -1.0916
C16 -2.59 -1.07 0.33  1.3235
C17 0.28 -3.02 -3.07  -1.0905
C18 3.37 -2.05 2.42  0.1655
C19 -0.40 -0.86 -4.61  -1.0388
C20 0.92 1.08 -5.55  -1.2549
C21 1.13 2.03 6.29  -0.8879
C22 -0.60 3.17 5.00  -0.8438
C23 5.33 -3.35 3.41  -0.6451
C24 1.68 2.46 -1.93  -0.7920
H1 -1.20 0.77 -5.69  0.4252
H2 4.23 0.77 -1.54  0.5113
H3 -2.47 -3.66 3.57  0.4085
H4 -1.05 -2.15 0.95  -0.3500
H5 2.18 0.47 5.34  0.4729
H6 -5.11 -1.00 -0.19  0.4286
H7 0.79 3.00 -1.61  0.3460
H8 2.98 0.10 -2.62  0.1205
H9 3.37 -0.72 -1.10  -0.0154
H10 0.28 -3.35 -4.11  0.5939
H11 -1.39 -1.27 -4.42  0.4783
H12 1.51 2.00 -2.90  0.0149
H13 6.19 -2.75 3.11  0.3710
H14 2.08 -4.06 -0.26  0.3092
H15 2.33 -3.54 -2.67  0.3141
H16 -3.44 -2.19 3.54  0.3232
H17 -0.78 1.88 2.14  0.1767
H18 2.52 3.15 -1.97  0.4505
H19 -1.38 3.91 4.91  0.5181
H20 -3.50 -0.10 -1.35  0.4476
H21 -5.25 -0.38 2.28  0.2757
H22 1.67 1.94 7.22  0.4692
H23 0.88 2.14 -5.82  0.3651
H24 -3.99 -3.73 1.64  0.4655
H25 -6.73 -1.11 1.64  0.4152
H26 1.42 -2.44 -0.55  -0.1086
H27 -0.10 3.66 7.00  0.4279
H28 0.33 -3.83 -0.36  0.2117
H29 0.07 -1.44 -5.41  0.5765
H30 -5.64 -2.07 2.64  0.3263
H31 -2.35 -3.65 1.06  0.4671
H32 1.15 0.52 -6.46  0.4073
H33 -3.76 0.72 0.19  0.5350
H34 5.61 -3.97 4.26  0.4465
H35 5.57 -4.64 1.67  0.4566
H36 1.75 0.94 -4.86  0.2530
H37 -5.35 -2.68 0.24  0.3862
H38 4.09 -4.96 2.61  0.3507
H39 -0.69 1.21 -4.08  0.1127
H40 -0.73 -3.14 -2.67  0.3799
H41 -1.76 -2.13 3.02  -0.0325
H42 -2.19 0.81 -0.61  0.1843
H43 1.19 -4.84 -2.47  0.3897